1) 11
Properties=species:S:1:pos:R:3:mulliken_charge:R:1 method="wB97M-V/def2-TZVPD" smiles="C=CF.OC=S" e_lumo_ev=0.553 spin_multiplicity=1 e_homo_ev=-8.768
C 1.2781 -1.8541 -0.7150 -0.628
F -0.1034 0.0267 -0.6966 -0.157
H 1.4373 -2.8840 -1.0121 0.235
H -0.6740 -1.6912 -1.5910 0.327
C 0.1496 -1.2478 -1.0359 -0.012
H 2.0551 -1.3421 -0.1583 0.250
H -1.0604 0.4274 1.7342 0.348
S -0.9089 3.2014 -0.2403 -0.278
H -0.1449 2.3313 1.8422 0.241
C -0.7358 2.1222 0.9453 0.052
O -1.2927 0.9102 0.9276 -0.378


2) 11
Properties=species:S:1:pos:R:3:mulliken_charge:R:1 method="wB97M-V/def2-TZVPD" smiles="C=CF.O=CS" e_lumo_ev=0.888 spin_multiplicity=1 e_homo_ev=-9.905
H 0.4079 -2.0521 2.6870 0.158
C -1.2999 -1.1431 1.4315 0.164
H -0.7510 1.0106 -1.8912 0.309
C 0.1904 0.9023 -1.3540 -0.003
H -2.1800 -0.4628 1.4279 0.279
H 1.4391 1.8931 -2.6961 0.236
S -0.5588 -1.1941 3.0435 -0.195
C 1.3653 1.3578 -1.7568 -0.622
F 0.0367 0.2330 -0.2008 -0.156
O -0.9103 -1.7520 0.4730 -0.417
H 2.2605 1.2073 -1.1640 0.248


Verdict on stability: 2) comes out on top.